Record 1
Below is a molecular structure, C5H8O in a non-equilibrium geometry, with properties calculated with wB97M-V/def2-TZVPD.

Each line ends with the natural charge from an NBO analysis.
CARTESIAN COORDINATES (ANGSTROEM)
C (-0.00367, -1.23495, 0.48066)  -0.1058
C (0.88882, -1.30271, -0.51749)  -0.2623
C (-0.09484, 0.22795, 0.43117)  -0.2820
C (1.11374, 0.16370, -0.50910)  0.0759
C (-1.39774, 0.68404, -0.22520)  -0.5898
O (2.52130, 0.53178, 0.41403)  -0.7699
H (-0.69280, -1.98511, 0.92286)  0.2127
H (1.53536, -2.19003, -0.82214)  0.2143
H (0.10755, 0.95680, 1.16772)  0.2295
H (1.35976, 0.75787, -1.40654)  0.2111
H (-1.35613, 1.72109, -0.08995)  0.2110
H (-2.21802, 0.26184, 0.20162)  0.2061
H (-1.42125, 0.30443, -1.26845)  0.2023
H (2.97199, -0.24693, 0.11182)  0.4469

The calculation puts the energy at -7358.656 eV. Its spin multiplicity is 1. For the HOMO-LUMO gap, the calculation gives 10.609 eV. The calculation puts the maximum force at 4.01 eV/A. Its LUMO energy is 0.91 eV. For the HOMO energy, the calculation gives -9.7 eV.



Record 2
Below is C3H8N2OS in the gas phase in a non-equilibrium geometry, with properties calculated with wB97M-V/def2-TZVPD.

Each line ends with the natural charge from an NBO analysis.
CARTESIAN COORDINATES (ANGSTROEM)
N (0.27083, -0.61158, 2.07948)  -0.8734
C (-0.06286, -1.66025, 1.24269)  0.7787
O (0.22355, -2.82906, 1.41174)  -0.6333
N (-0.75184, -1.15897, 0.12749)  -0.6603
C (-0.64722, 0.25096, -0.10448)  -0.2561
C (-0.53322, 0.85017, -1.55437)  -0.4688
S (0.79866, 2.19296, -1.49669)  -0.0821
H (0.85102, -0.94596, 2.85779)  0.4102
H (-0.42715, 0.14591, 2.22160)  0.3968
H (-1.18809, -1.76153, -0.49894)  0.4033
H (-1.38897, 0.60977, 0.72645)  0.1688
H (0.31229, 0.66314, 0.36930)  0.2357
H (-0.15162, 0.22140, -2.19449)  0.2031
H (-1.52558, 1.17108, -1.92623)  0.2235
H (-0.22204, 3.18988, -1.85418)  0.1538

The calculation puts the energy at -19102.554 eV. Its spin multiplicity is 1. For the HOMO-LUMO gap, the calculation gives 9.641 eV. As for the SMILES: NC(=O)NCCS. The calculation puts the maximum force at 5.89 eV/A. Its LUMO energy is 0.49 eV. For the HOMO energy, the calculation gives -9.1 eV.



Record 3
Below is a molecular structure, C23H33AlN2O2P2 in a non-equilibrium geometry, with properties calculated with wB97M-V/def2-TZVPD.

Each line ends with the natural charge from an NBO analysis.
CARTESIAN COORDINATES (ANGSTROEM)
Al (0.20497, 0.07942, -0.42013)  1.6015
P (2.35994, -0.80322, -0.14797)  0.8619
C (2.56549, -1.23039, -1.91353)  -0.7725
C (1.26615, -1.62951, -2.56233)  0.2671
N (0.11011, -1.17150, -2.03663)  -0.6615
C (-1.07730, -1.41223, -2.63846)  0.2651
C (-1.12349, -2.16718, -3.79069)  -0.2209
C (0.05569, -2.67522, -4.32400)  -0.0696
C (1.26500, -2.40680, -3.69830)  -0.2206
C (-2.30691, -0.70679, -2.12069)  -0.7660
P (-1.86528, 0.77553, -1.14194)  0.8671
H (2.23088, -2.71991, -4.09380)  0.2569
H (-2.09358, -2.29122, -4.26867)  0.2551
H (0.03770, -3.23498, -5.24622)  0.2590
H (-2.90475, -0.34499, -2.96878)  0.2804
H (-2.96643, -1.37307, -1.54224)  0.2900
H (3.00460, -0.36218, -2.43695)  0.2871
H (3.27926, -2.06130, -1.97125)  0.2731
H (1.83772, 4.12434, -2.65244)  0.4861
O (2.15618, 3.33462, -3.15609)  -0.9714
H (2.69568, 3.75624, -3.87293)  0.4889
H (-0.93918, 4.69094, -0.37701)  0.4670
O (-0.55446, 5.13959, -1.15684)  -0.9542
H (-1.04810, 5.98859, -1.18836)  0.4932
C (-1.94739, 2.10061, -2.37593)  -0.9556
H (-2.92931, 2.05819, -2.87235)  0.2611
H (-1.78754, 3.08943, -1.92485)  0.2890
H (-1.15376, 1.97781, -3.12664)  0.2708
C (-3.22515, 0.95922, 0.04580)  -0.9356
H (-3.06445, 1.84106, 0.68348)  0.2824
H (-4.17289, 1.06069, -0.51078)  0.2705
H (-3.28251, 0.08530, 0.71209)  0.2786
C (2.47953, -2.48490, 0.59040)  -0.9144
H (3.44402, -2.93044, 0.28718)  0.2619
H (2.42104, -2.44867, 1.68810)  0.2833
H (1.66771, -3.14292, 0.24876)  0.2681
C (3.90056, -0.01438, 0.37160)  -0.9328
H (3.84660, 0.25183, 1.43442)  0.2807
H (4.74706, -0.70064, 0.22247)  0.2724
H (4.07047, 0.91241, -0.18820)  0.2718
C (-0.56772, 3.51475, 3.50879)  -0.2371
C (0.05289, 3.43642, 2.25188)  -0.1907
C (0.14372, 2.23010, 1.55582)  -0.3129
C (-0.40516, 1.07246, 2.14216)  0.2443
C (-1.09856, 1.15927, 3.36368)  -0.3049
C (-1.14408, 2.36663, 4.06116)  -0.1416
N (-0.26581, -0.13740, 1.45301)  -0.9318
C (-0.41639, -1.35562, 2.11680)  0.1153
C (0.08819, -1.55582, 3.41534)  -0.2611
C (0.07167, -2.83136, 3.98031)  -0.1753
C (-0.46773, -3.91666, 3.27500)  -0.2229
C (-1.02618, -3.69708, 2.00814)  -0.2073
C (-1.04182, -2.42191, 1.44238)  -0.2290
H (-0.58044, 4.45178, 4.06501)  0.2427
H (0.49887, 4.31462, 1.79788)  0.2306
H (0.67901, 2.13511, 0.58497)  0.1649
H (-1.54954, 0.24707, 3.76387)  0.2405
H (-1.62617, 2.38617, 5.03689)  0.2383
H (0.47066, -0.69164, 3.96180)  0.2344
H (0.47311, -2.96825, 4.98281)  0.2373
H (-0.50436, -4.90667, 3.73829)  0.2412
H (-1.46402, -4.52746, 1.45429)  0.2284
H (-1.52402, -2.21790, 0.48043)  0.1816

The calculation puts the energy at -56625.357 eV. Its spin multiplicity is 1. For the HOMO-LUMO gap, the calculation gives 5.664 eV. The calculation puts the maximum force at 2.92 eV/A. As for the net charge: +2. Its LUMO energy is -6.95 eV. For the HOMO energy, the calculation gives -12.6 eV.